Molecular formula: C3H7N2O
Method: DFT, wB97M-V/def2-TZVPD

## Properties
**Total energy**: -302.93363 Eh
**Net charge**: +1
**ΔE to the lowest compared entry with this formula, charge and spin**: 66.8 kcal per mole
**SMILES string**: O=CN1C[NH2+]C1
**F_max**: 3.748 eV Å⁻¹

```
13
Properties=species:S:1:pos:R:3:forces:R:3:mulliken_charge:R:1
O 2.09437 2.07847 -1.29663 1.453 -0.352 0.036 -0.434
C 0.96252 1.71935 -1.30055 0.798 0.750 0.299 0.034
N 0.48179 0.82999 -0.38120 -1.714 -1.031 -0.117 0.066
C -0.84460 0.26620 -0.23917 -0.545 1.844 3.100 -0.559
N -0.26214 -0.84255 0.62818 -0.145 1.610 -1.007 -0.103
C 1.07233 -0.37276 0.14253 2.974 1.218 1.928 -0.382
H 0.29421 2.19317 -1.97129 -1.591 0.191 -0.680 0.395
H -1.55410 0.84939 0.41353 0.585 -0.264 -1.074 0.331
H -1.33803 -0.21491 -1.00558 -0.951 -0.491 -2.282 0.383
H -0.59123 -0.72078 1.57934 0.740 -0.349 0.423 0.351
H -0.54998 -1.67361 0.20776 -0.438 -2.260 -0.096 0.314
H 1.60043 -0.98958 -0.59047 -0.586 -0.414 0.084 0.301
H 1.78062 -0.15897 0.98323 -0.580 -0.452 -0.615 0.302
```
Positions in Å, forces in eV/Å.

=====

Molecular formula: C3H7N2O
Method: DFT, wB97M-V/def2-TZVPD

## Properties
**Total energy**: -302.79729 Eh
**Net charge**: +1
**ΔE to the lowest compared entry with this formula, charge and spin**: 152.3 kcal per mole
**F_max**: 6.044 eV Å⁻¹

```
13
Properties=species:S:1:pos:R:3:forces:R:3:mulliken_charge:R:1
C 1.12371 1.46546 0.23605 -0.564 -6.015 -0.203 -0.137
C 0.88452 -1.06035 0.42275 -3.239 -0.933 0.580 -0.294
C -0.83403 -0.01950 -0.22322 -2.281 0.281 -4.256 -0.120
N -0.57766 -1.32034 0.08260 1.313 -1.200 0.786 -0.151
N 0.48208 0.32986 0.10972 3.396 2.623 1.420 0.147
O -1.82195 0.76350 0.19008 0.247 0.101 1.777 -0.420
H 0.67464 2.20547 -0.22646 -2.134 4.280 -1.440 0.336
H 2.14294 1.39174 0.43202 1.534 0.256 0.817 0.304
H 1.00352 -1.36512 1.47422 0.486 0.913 -0.232 0.278
H 1.62866 -1.49588 -0.20653 0.387 -0.003 -0.703 0.297
H -1.04853 0.19955 -2.14867 0.587 -0.208 2.481 0.176
H -1.09530 -2.18239 0.19028 -0.193 0.469 -0.269 0.177
H -2.56258 1.08800 -0.33285 0.462 -0.564 -0.758 0.405
```
Positions in Å, forces in eV/Å.